No. 1
Density functional theory data (ωB97M-V with the def2-TZVPD basis set) for a cluster of 3 separate species, C15H33F4NO3S in total.

Total charge: 0
SMILES: O=S(=O)(F)N(CCO)C(F)(F)F.CCCCCC.CCCCCC
HOMO-LUMO gap in eV: 11.423

Each line ends with the Löwdin charge.
Element x y z (Å)
S: 2.39229 -4.04382 1.03354  0.621
F: 2.56555 -0.39029 0.13768  0.152
F: 2.46724 -0.95736 2.22739  0.153
F: 4.04744 -1.74140 0.97297  0.166
F: 3.70385 -4.10426 0.21076  -0.105
O: 2.74855 -4.10048 2.39860  -0.200
O: -1.21027 -4.00284 0.81304  -0.057
O: 1.49938 -4.95179 0.43778  -0.190
N: 1.90441 -2.50258 0.58604  -0.087
C: 0.48974 -2.22246 0.99951  -0.130
C: -2.96716 -0.65273 2.32371  -0.112
C: 4.50717 3.25229 -3.01988  -0.229
C: -7.04443 -1.05722 -0.09350  -0.110
C: -5.18414 -1.90548 2.26623  -0.225
C: -0.57756 -2.92808 0.15358  -0.240
C: 2.76060 -1.41202 0.99191  -0.668
C: 3.53065 4.96537 -1.36225  -0.272
C: -5.06248 -2.38518 0.81791  -0.225
C: 4.73129 4.52260 -2.19710  -0.230
C: 4.09260 2.02776 -2.20568  -0.270
C: -5.56264 -1.39256 -0.23035  -0.269
C: 2.29826 5.29980 -2.19676  -0.113
C: 5.13032 1.60021 -1.17300  -0.104
C: -4.47032 -0.58848 2.56819  -0.264
H: -1.54518 -3.69049 1.65618  0.077
H: -5.62046 -3.32071 0.71560  0.112
H: 4.80454 0.70508 -0.64423  0.047
H: -4.65387 -0.32416 3.61244  0.106
H: -2.74742 -0.86088 1.27429  0.052
H: -4.78239 -2.68460 2.92237  0.109
H: 6.08666 1.37610 -1.65048  0.078
H: -2.51310 -1.44175 2.93055  0.073
H: 5.59071 4.38321 -1.53585  0.100
H: -7.26415 -0.57779 0.86165  0.065
H: -7.65429 -1.96039 -0.16251  0.076
H: -7.36680 -0.37626 -0.88196  0.069
H: 3.91303 1.19857 -2.89516  0.106
H: -6.23904 -1.80556 2.53405  0.102
H: 5.00669 5.33339 -2.87896  0.109
H: -1.32989 -2.18516 -0.12095  0.104
H: 3.27794 4.19227 -0.63127  0.097
H: 1.93936 4.43218 -2.75250  0.064
H: 3.81867 5.84598 -0.78237  0.104
H: -4.02042 -2.63831 0.59985  0.089
H: 5.43058 3.02206 -3.56052  0.109
H: -4.97467 -0.47115 -0.18590  0.097
H: -4.90028 0.21999 1.97126  0.100
H: -2.47865 0.28756 2.58190  0.073
H: 2.51990 6.08998 -2.91731  0.075
H: -0.10953 -3.32264 -0.74208  0.122
H: 3.75111 3.44149 -3.78676  0.100
H: 1.47862 5.64510 -1.56529  0.068
H: -5.38264 -1.81755 -1.22099  0.105
H: 3.13791 2.21625 -1.70620  0.095
H: 0.35257 -2.46751 2.05420  0.132
H: 5.30211 2.37730 -0.42650  0.069
H: 0.38205 -1.15059 0.87315  0.125



No. 2
Density functional theory data (ωB97M-V with the def2-TZVPD basis set) for a cluster of 2 separate species, C24H21ClF6IN2O7PS in total at a distorted geometry.

Total charge: 0
SMILES: Cc1ccccc1C[C@@H]1NC(=O)[C@](CC(=O)Cl)(P(O)(O)=S)[C@@]1(I)C(=O)C(F)(F)C(F)(F)C(F)(F)C(=O)O.c1ccncc1
HOMO-LUMO gap in eV: 7.559

Each line ends with the Löwdin charge.
Element x y z (Å)
I: -1.49458 -3.98889 2.37947  1.136
Cl: -3.93965 0.76843 -0.87018  0.707
S: -2.28984 -5.84375 -0.60521  0.311
P: -1.93399 -4.15927 -1.44319  0.237
F: 3.48199 -1.03780 -1.70108  0.162
F: 3.49895 -2.35459 0.32531  0.159
F: 1.51706 -2.85647 2.00956  0.097
F: 2.65324 -0.62450 1.25654  0.186
F: 1.43546 -1.70382 -1.87349  0.138
F: 1.19535 -3.57658 0.01480  0.150
O: -4.62768 -3.42942 -0.23972  0.134
O: 2.38811 1.40767 -0.58731  0.169
O: -2.94746 -3.97920 -2.69245  -0.190
O: -0.43978 -4.10034 -2.11014  -0.192
O: -0.05113 -0.49363 0.78583  0.175
O: -4.42568 -1.25422 -2.40423  0.092
O: 0.83089 0.76810 -2.06041  0.118
N: 3.76790 4.82781 -3.26244  0.052
N: -3.79134 -1.96344 1.35968  0.109
C: -0.93954 2.75268 3.26790  -0.056
C: -2.26621 -2.63490 -0.41605  -0.355
C: -2.08097 0.68100 2.93458  -0.186
C: -3.13436 2.78897 2.44479  -0.094
C: -3.57890 -0.80035 -1.69858  -0.723
C: -1.47558 -2.40025 0.89006  -0.577
C: 5.94601 4.13504 -3.98980  -0.075
C: -2.44407 -1.35436 1.53684  -0.383
C: -3.71774 -2.77950 0.18398  -0.489
C: -0.11053 -1.70151 0.79434  -0.254
C: -3.15114 1.42684 2.51443  -0.082
C: 4.82341 4.94588 -4.06682  -0.158
C: 2.27542 -0.97140 -1.11122  -0.341
C: 3.81622 3.86993 -2.33609  -0.164
C: 2.42033 -1.54439 0.33046  -0.368
C: 1.85764 0.51808 -1.18714  -0.384
C: 4.89004 3.00825 -2.17132  -0.074
C: -2.00767 3.47568 2.81467  -0.082
C: -2.12487 -0.84399 2.96124  -0.110
C: 0.29650 0.69978 3.85985  -0.029
C: -2.20927 -1.45232 -1.48988  -0.091
C: 5.97658 3.14702 -3.01970  -0.080
C: -0.95157 1.38202 3.33465  -0.221
C: 1.23407 -2.46083 0.74140  -0.407
H: 4.87336 2.25061 -1.39969  0.096
H: 6.77328 4.27549 -4.67200  0.101
H: 1.14851 1.52757 -2.57104  0.135
H: -1.57175 -0.66471 -1.07083  0.097
H: 2.94277 3.79691 -1.69690  0.095
H: -0.19149 -3.16133 -2.11902  0.034
H: 6.83511 2.49396 -2.92573  0.106
H: 4.75700 5.73418 -4.80867  0.102
H: 0.19695 0.63045 4.95220  0.095
H: -1.79462 -1.77355 -2.44202  0.116
H: -4.00151 3.32950 2.08387  0.109
H: 1.18638 1.30382 3.67682  0.083
H: -2.95100 -1.09269 3.63472  0.132
H: -4.06137 0.93123 2.18014  0.103
H: -0.03749 3.28236 3.55955  0.117
H: 0.44717 -0.31534 3.49756  0.053
H: -4.41519 -1.18783 1.14441  0.115
H: -2.62739 -4.49699 -3.44262  0.091
H: -1.20962 -1.24886 3.38050  0.062
H: -2.48055 -0.46308 0.90162  0.082
H: -1.99016 4.55488 2.73320  0.108



No. 3
Density functional theory data (ωB97M-V with the def2-TZVPD basis set) for an isolated molecule of C8H11N at a distorted geometry.

Total charge: 0
SMILES: CC1(C)[C@]2(C)C[C@]12C#N
HOMO-LUMO gap in eV: 8.755
ΔE to the lowest compared entry with this formula, charge and spin in kcal/mol: 57.34

Each line ends with the Löwdin charge.
Element x y z (Å)
N: -1.95523 1.64233 -2.69379  0.141
C: -0.59252 -0.39060 -0.12220  -0.454
C: -1.33170 0.90588 -0.31773  -0.143
C: -1.65125 1.39244 -1.59636  -0.217
C: 0.42028 0.72120 0.21379  -0.188
C: -0.61125 1.55824 0.87193  -0.072
C: -0.90283 -1.06231 1.28621  -0.036
C: -0.28941 -1.30536 -1.28376  -0.030
C: 1.61397 1.24460 -0.46647  -0.034
H: -1.88079 -0.85046 1.74069  0.083
H: -1.02878 -2.15500 1.22591  0.073
H: -0.55285 2.64414 0.76901  0.129
H: -0.11646 -0.81329 2.04819  0.100
H: 0.64386 -1.81371 -1.08793  0.077
H: 2.52978 0.74601 -0.02278  0.111
H: -1.23005 -1.92044 -1.25564  0.106
H: -1.01275 1.15719 1.72505  0.057
H: -0.08606 -0.74329 -2.29581  0.119
H: 1.62167 2.37618 -0.42683  0.108
H: 1.53097 1.02215 -1.51725  0.071



No. 4
Density functional theory data (ωB97M-V with the def2-TZVPD basis set) for a structure of composition C34H40F5NO3Os at a distorted geometry.

Total charge: +2
Multiplicity: 5
HOMO-LUMO gap (spin up / spin down) in eV: 5.948 / 5.127

Each line ends with the Löwdin charge.
Element x y z (Å)
Os: 0.67571 -0.81809 2.03297  1.669
F: 5.18322 -2.28510 6.92655  0.195
F: 2.44905 -2.51073 3.04157  0.054
F: 4.61953 -3.45208 4.52443  0.170
F: 1.49180 0.60463 6.41472  0.169
F: 3.59129 -0.31550 7.89933  0.177
O: -1.22142 -1.37515 2.17310  -0.122
O: 2.38566 -0.27596 1.09999  -0.108
O: 0.91020 -0.62935 4.01977  -0.118
N: -0.00137 -0.14920 0.39048  -0.060
C: 4.67954 -0.08780 -2.53701  -0.016
C: -4.31614 -2.16393 -3.10876  -0.018
C: 0.49656 1.81096 -1.07366  0.078
C: 0.81658 0.71919 -0.28197  -0.141
C: -2.93946 -0.21666 -3.84188  -0.048
C: 2.79350 -2.00382 4.25931  -0.096
C: 1.52364 2.54083 -1.68248  -0.093
C: 3.19539 0.92467 -0.85718  -0.042
C: -0.00482 3.78013 -3.25834  -0.027
C: 2.41046 4.38655 -3.17972  -0.040
C: 2.25110 -0.38644 5.97413  -0.098
C: 0.96914 4.84480 -1.19679  -0.009
C: 4.71227 -0.98886 -0.20997  -0.042
C: -5.10174 0.17990 -2.66775  -0.014
C: 2.20923 0.42201 0.04888  -0.204
C: 3.86680 -2.46906 4.98409  -0.122
C: 4.54833 0.27444 -1.04678  -0.536
C: -1.28713 -0.47160 0.04524  -0.136
C: -3.19505 -0.77932 -1.39046  -0.097
C: -1.94110 -1.18487 1.13396  -0.200
C: -4.07035 -2.34793 2.00968  -0.535
C: -5.32157 -1.50100 2.33052  -0.016
C: 1.93364 -0.96694 4.71382  -0.249
C: 1.23492 3.85393 -2.35924  -0.544
C: 5.65000 1.27683 -0.64888  -0.012
C: -3.86015 -1.36666 -0.29616  0.076
C: -3.28862 -2.57070 3.29667  -0.048
C: 4.14559 -1.87530 6.23009  -0.088
C: 2.82529 2.01164 -1.61897  0.081
C: -3.86517 -0.73827 -2.74020  -0.546
C: -4.50564 -3.71770 1.45716  -0.018
C: -1.90545 -0.29217 -1.18024  0.073
C: -3.29052 -1.60771 0.94136  -0.043
C: 3.32634 -0.84670 6.72197  -0.115
H: -0.11885 4.72012 -3.79284  0.100
H: -5.09132 -2.53419 -2.44623  0.083
H: -2.40169 -3.17925 3.12063  0.090
H: -5.03487 -4.26065 2.23405  0.099
H: 5.65416 -1.47254 -0.45536  0.103
H: -5.90046 -2.00514 3.09788  0.099
H: -3.64364 -4.30818 1.15496  0.097
H: 0.10792 2.98458 -3.99233  0.097
H: -4.81326 1.18230 -2.36274  0.094
H: -1.35580 0.17707 -1.98047  0.109
H: -5.03954 -0.51904 2.70277  0.097
H: 3.91280 -1.69950 -0.41152  0.094
H: -3.90643 -3.10544 4.01564  0.102
H: 5.62745 -0.59041 -2.70739  0.101
H: 3.87791 -0.75917 -2.83853  0.097
H: -2.99052 -1.62735 3.75128  0.092
H: -3.47176 -2.84792 -3.07565  0.099
H: -5.55540 0.23465 -3.65294  0.101
H: 6.61562 0.79041 -0.76581  0.101
H: 5.53691 1.57480 0.39015  0.096
H: -2.01507 -0.78825 -3.88499  0.092
H: 3.58777 2.47293 -2.22500  0.116
H: -5.16994 -3.61875 0.60488  0.082
H: 1.85033 4.93604 -0.56662  0.097
H: -5.84657 -0.19460 -1.97323  0.087
H: -0.52784 2.13941 -1.14677  0.130
H: 3.28756 4.56695 -2.56409  0.092
H: 0.73908 5.82119 -1.61558  0.103
H: 4.64329 0.78769 -3.17826  0.085
H: -3.43204 -0.32494 -4.80314  0.098
H: 2.13092 5.33369 -3.63257  0.100
H: 5.63470 2.16699 -1.27072  0.086
H: -4.87974 -1.68162 -0.44609  0.120
H: 4.71781 -0.75516 0.85057  0.084
H: -4.71785 -2.15974 -4.11745  0.099
H: -2.71529 0.83879 -3.70596  0.086
H: 2.66530 3.70006 -3.98364  0.100
H: 0.13081 4.52722 -0.58279  0.087
H: -5.95193 -1.37700 1.45587  0.083
H: -0.91959 3.61798 -2.69329  0.079